1.
Molecular formula: H9O4
Method: DFT, ωB97M-V with the def2-TZVPD basis set

Geometry (Å):
O1 0.39 -1.88 -2.06
H1 0.71 -2.77 -1.89
H2 -0.12 -2.02 -2.85
O2 1.01 -0.07 1.94
H3 0.26 -0.39 2.44
H4 1.69 0.10 2.57
O3 -1.46 1.72 0.60
H5 -0.83 2.46 0.75
H6 -2.22 2.11 0.17
O4 0.07 0.22 -0.48
H7 0.75 0.14 0.24
H8 -0.79 0.81 -0.16
H9 0.31 -0.49 -1.14

total charge	+1
E_HOMO	-16.39	eV


2.
Molecular formula: H9O4
Method: DFT, ωB97M-V with the def2-TZVPD basis set

Geometry (Å):
O1 -1.43 -1.97 -2.20
H1 -2.49 -2.26 -1.91
H2 -1.31 -1.05 -1.95
H3 -0.85 -2.47 -1.58
O2 5.49 3.70 4.99
H4 4.97 4.42 5.27
H5 5.45 3.08 5.72
O3 -0.75 0.57 -2.28
H6 -0.10 1.15 -2.65
H7 -1.42 1.16 -1.97
O4 -2.94 -2.24 -0.52
H8 -3.58 -1.45 -0.47
H9 -3.58 -3.07 -0.38

total charge	+1
E_HOMO	-12.93	eV


3.
Molecular formula: H9O4
Method: DFT, ωB97M-V with the def2-TZVPD basis set

Geometry (Å):
O1 -1.41 0.41 2.42
H1 -1.84 -0.15 3.09
H2 -2.04 0.38 1.69
O2 1.11 0.88 -2.57
H3 1.31 0.11 -3.23
H4 0.87 1.71 -3.06
O3 0.09 -1.55 0.01
H5 0.15 -1.95 -0.99
H6 0.38 -2.23 0.64
O4 0.56 0.76 0.63
H7 0.74 1.15 -0.32
H8 0.33 -0.35 0.43
H9 -0.24 0.84 1.27

2S+1	2
total charge	+2
E_HOMO (alpha / beta)	-19.50 / -19.50	eV


4.
Molecular formula: H9O4S
Method: DFT, ωB97M-V with the def2-TZVPD basis set

Geometry (Å):
S1 1.58 0.88 -0.17
H1 1.19 2.19 -0.25
H2 0.30 0.41 -1.59
H3 0.08 -0.27 -2.96
O1 -0.45 -0.05 -2.19
H4 0.85 0.14 1.84
H5 -0.70 0.18 2.51
O2 0.27 0.12 2.70
H6 -1.75 1.87 0.07
H7 -2.58 0.68 -0.32
O3 -2.71 1.62 0.00
H8 0.89 -2.51 -0.52
H9 1.69 -2.25 0.70
O4 1.33 -3.00 0.19

total charge	-1
E_HOMO	-4.29	eV


5.
Molecular formula: HI3OP
Method: DFT, ωB97M-V with the def2-TZVPD basis set

Geometry (Å):
O1 -1.14 -0.43 -0.54
P1 0.26 -0.09 0.05
I1 1.56 -2.06 -0.39
I2 0.00 0.39 2.41
I3 1.25 2.08 -1.15
H1 -1.93 0.11 -0.39

total charge	+1
E_HOMO	-14.27	eV


6.
Molecular formula: HIN3P3
Method: DFT, ωB97M-V with the def2-TZVPD basis set

Geometry (Å):
N1 -1.36 1.07 -0.35
N2 -1.05 -1.50 0.16
N3 -3.43 -0.76 -0.09
P1 -2.90 1.18 -0.03
P2 -2.46 -1.89 0.67
P3 -0.41 -0.29 -0.77
I1 -5.45 -1.13 0.15
H1 0.59 0.05 0.02

total charge	0
E_HOMO	-8.60	eV


Going through the records in order, we get electronic energy values of -8329.553; -8327.917; -8311.872; -19173.149; -35648.328; -40452.618 eV.